1.
{
  "formula": "C27H38ClN4O8Zn",
  "method": "ωB97M-V with the def2-TZVPD basis set",
  "species": ["O", "C", "C", "C", "H", "C", "H", "C", "H", "C", "H", "C", "H", "H", "C", "C", "H", "H", "H", "C", "C", "H", "H", "H", "H", "Zn", "Cl", "C", "O", "N", "C", "C", "H", "H", "H", "H", "H", "H", "H", "H", "H", "C", "C", "N", "H", "C", "O", "H", "H", "H", "H", "H", "H", "C", "C", "N", "H", "C", "O", "H", "H", "H", "H", "O", "C", "O", "C", "C", "C", "C", "C", "C", "N", "O", "O", "H", "H", "H", "H"],
  "xyz": [[1.7709, -1.0962, -3.1163], [1.3498, -2.2609, -3.0650], [-0.0100, -2.7644, -3.3945], [-1.1243, -2.3659, -2.6403], [-0.9755, -1.7115, -1.7674], [-2.3992, -2.8148, -2.9913], [-3.2663, -2.4815, -2.4122], [-2.5410, -3.7358, -4.0370], [-3.5288, -4.0730, -4.3279], [-1.4111, -4.2430, -4.6937], [-1.4835, -5.0159, -5.4618], [-0.1339, -3.8101, -4.3271], [0.7951, -4.2525, -4.7068], [1.9632, -3.0218, -2.5086], [2.4633, -2.7429, 0.5597], [1.0205, -2.7932, 0.9392], [2.8052, -3.7235, 0.1987], [3.2047, -2.4251, 1.3287], [2.4763, -2.0344, -0.3108], [0.1219, -3.7107, 0.5983], [0.0499, -4.9961, 1.4108], [-0.5878, -3.6184, -0.2617], [0.2493, -5.8647, 0.7783], [-0.9028, -5.1268, 1.9440], [0.8536, -4.9573, 2.1793], [-0.0013, -1.2627, 1.5633], [-0.7414, -1.8117, 3.5369], [-0.1812, 1.6867, 3.5940], [0.8814, 2.2321, 3.3175], [-1.3701, 2.3489, 3.6423], [-1.3457, 3.7684, 3.3268], [-2.5587, 1.7709, 4.2669], [-0.2898, 0.6085, 3.8479], [-0.9439, 3.9099, 2.3158], [-0.7056, 4.3280, 4.0291], [-2.3669, 4.1573, 3.3656], [-3.0149, 1.0179, 3.6059], [-3.2761, 2.5799, 4.4482], [-2.2865, 1.2723, 5.2114], [-1.6175, 0.7811, -5.5270], [-1.4670, 3.1280, -3.4130], [-1.3783, 0.2343, -4.5989], [-1.6696, 2.1371, -2.9762], [-0.8151, 1.1395, -3.6017], [-0.6478, -0.5509, -4.8308], [0.5146, 1.3757, -3.5455], [1.0194, 2.3362, -2.9532], [-1.4494, 2.1947, -1.8999], [1.1136, 0.6113, -4.0603], [-2.2881, -0.2303, -4.2000], [-2.7097, 1.8391, -3.1340], [4.3792, 2.3235, 1.3299], [3.6583, 3.0107, -0.7636], [3.6932, 1.4766, 1.4538], [3.1953, 2.0289, -0.9368], [2.7427, 1.5112, 0.3478], [3.1372, 1.5461, 2.3970], [1.6345, 0.7835, 0.4846], [1.3848, 0.1713, 1.5608], [2.3249, 2.1357, -1.6027], [0.9622, 0.7147, -0.3822], [4.2629, 0.5308, 1.4406], [3.9364, 1.3575, -1.4096], [-0.9954, 1.7061, 0.4060], [-1.7599, 0.7141, 0.4293], [-1.4034, -0.5333, 0.2752], [-3.2296, 0.9050, 0.6861], [-4.0624, -0.1882, 1.0173], [-5.3987, 0.0243, 1.3375], [-5.8962, 1.3435, 1.3804], [-5.1000, 2.4289, 0.9663], [-3.7713, 2.2039, 0.6409], [-7.0840, 1.5983, 2.1248], [-7.7051, 0.6436, 2.6425], [-7.4496, 2.7897, 2.2519], [-3.6606, -1.2065, 1.0362], [-6.0274, -0.8253, 1.6032], [-5.4816, 3.4417, 0.9536], [-3.0968, 3.0150, 0.3561]],
  "homo_ev": -2.62,
  "total_charge": -1,
  "e_above_lowest_kcal_mol": 74.5,
  "molar_mass_g_mol": 647.464,
  "orbital_gap_ev": 3.72
}

2.
{
  "formula": "C27H38F3NOS",
  "method": "ωB97M-V with the def2-TZVPD basis set",
  "species": ["C", "C", "C", "C", "C", "C", "C", "C", "C", "C", "C", "C", "C", "C", "C", "C", "C", "N", "C", "C", "C", "F", "F", "F", "C", "C", "C", "C", "C", "S", "H", "H", "H", "H", "H", "H", "H", "H", "H", "H", "H", "H", "H", "H", "H", "H", "H", "H", "H", "H", "H", "H", "H", "H", "H", "H", "H", "H", "H", "H", "H", "H", "C", "C", "O", "H", "H", "H", "H", "H", "H"],
  "xyz": [[-3.8953, -0.6037, -0.5787], [-3.5574, -2.1194, -0.9893], [-2.7774, -2.1221, -2.4278], [-1.1852, -2.1462, -2.2183], [-0.5979, -3.6517, -2.2505], [0.8785, -3.7579, -1.5978], [1.9417, -2.7323, -2.2371], [2.7688, -2.0837, -0.9945], [3.3878, -0.6531, -1.3754], [2.2886, 0.4945, -1.6106], [1.4689, 0.8171, -0.2544], [1.3251, 2.4237, -0.1816], [0.6493, 3.0854, -1.4391], [0.4378, 4.6398, -1.5381], [0.9021, 5.4628, -0.2940], [1.5812, 4.7991, 0.9568], [1.8197, 3.2747, 1.0484], [2.4766, 2.5392, 2.1395], [2.3020, 3.1474, 3.4626], [2.3428, 2.1639, 4.6920], [2.5736, 0.5849, 4.4591], [1.4255, 0.0781, 3.7801], [3.7372, 0.3110, 3.6756], [2.6456, -0.1407, 5.6897], [2.2108, 2.6252, 6.1625], [2.0333, 4.1384, 6.4281], [1.9826, 5.1565, 5.2539], [1.8067, 6.7187, 5.6474], [2.1239, 4.6471, 3.7925], [2.1187, 5.8679, 2.3740], [-4.0864, 0.0996, -1.4560], [-3.0826, -0.1338, 0.0765], [-4.8512, -0.6219, 0.0618], [-4.5191, -2.7359, -1.1081], [-2.8478, -2.6489, -0.2465], [-3.1223, -3.0827, -2.9802], [-3.0151, -1.1855, -3.0605], [-0.8445, -1.6993, -1.2082], [-0.6759, -1.5609, -3.0714], [-0.6547, -4.0946, -3.3130], [-1.2904, -4.2786, -1.5716], [1.2589, -4.8307, -1.7651], [0.7512, -3.5474, -0.4689], [1.4592, -1.9290, -2.8912], [2.6349, -3.3474, -2.9244], [3.6100, -2.8295, -0.7544], [2.1249, -1.9400, -0.0608], [4.1487, -0.3291, -0.5802], [3.9608, -0.7623, -2.3736], [1.5983, 0.1781, -2.4652], [2.8325, 1.4618, -1.9184], [0.4227, 0.3364, -0.2365], [2.0644, 0.4425, 0.6438], [0.2923, 2.4242, -2.3121], [-0.0291, 5.1219, -2.4702], [0.7508, 6.6031, -0.3627], [3.4516, 2.2848, 1.9329], [2.2782, 1.8856, 7.0415], [1.9428, 4.5468, 7.4973], [0.7440, 6.9588, 5.9880], [2.5622, 6.9005, 6.5022], [2.1740, 7.3466, 4.7678], [-6.2310, -5.4457, -4.3144], [-4.8427, -5.0475, -3.8540], [-4.7636, -5.1053, -2.4378], [-6.9839, -4.7834, -3.8792], [-6.3092, -5.4011, -5.4034], [-6.4713, -6.4611, -3.9858], [-4.6152, -4.0259, -4.1649], [-4.0837, -5.7142, -4.2759], [-4.9584, -6.0138, -2.1724]],
  "homo_ev": -7.86,
  "total_charge": 0,
  "molar_mass_g_mol": 481.668,
  "orbital_gap_ev": 7.95
}

3.
{
  "formula": "C27H38N2P",
  "method": "ωB97M-V with the def2-TZVPD basis set",
  "species": ["C", "C", "C", "C", "C", "C", "C", "C", "C", "C", "C", "C", "C", "C", "C", "C", "C", "H", "H", "H", "H", "H", "H", "H", "H", "H", "H", "H", "H", "H", "H", "H", "H", "H", "C", "C", "C", "C", "N", "P", "H", "N", "C", "C", "C", "C", "C", "C", "H", "H", "H", "H", "H", "H", "H", "H", "H", "H", "H", "H", "H", "H", "H", "H", "H", "H", "H", "H"],
  "xyz": [[-2.4189, 6.1203, -1.8848], [-1.9015, 4.7331, -1.6877], [-0.6752, 4.5269, -1.0694], [-0.1582, 3.2372, -0.9156], [-0.8910, 2.1043, -1.2527], [-0.1766, 0.7824, -0.9300], [-1.0965, -0.3860, -1.2532], [-0.5998, -1.5851, -1.6636], [-1.3999, -2.5818, -2.3319], [-0.8796, -3.8974, -2.4453], [-1.6301, -4.8831, -3.0653], [-2.8786, -4.6091, -3.6164], [-3.6808, -5.7335, -4.2183], [-3.3426, -3.2899, -3.6055], [-2.6330, -2.2925, -2.9562], [-2.1539, 2.3177, -1.8395], [-2.6394, 3.6153, -2.0602], [-3.3844, 6.0976, -2.4010], [-2.5594, 6.6257, -0.9052], [-1.7433, 6.7470, -2.4949], [-0.0762, 5.3983, -0.7455], [0.8670, 3.0925, -0.5648], [0.7213, 0.6948, -1.5872], [-2.1787, -0.2453, -1.0237], [0.4534, -1.7504, -1.5172], [0.0849, -4.1174, -2.0168], [-1.2568, -5.9188, -3.1077], [-4.6207, -5.3452, -4.6071], [-3.1351, -6.2250, -5.0325], [-3.9345, -6.4758, -3.4522], [-4.2940, -3.0601, -4.0849], [-3.0110, -1.2773, -2.9192], [-2.7360, 1.4741, -2.1974], [-3.5965, 3.7551, -2.5588], [3.8496, 3.1695, 1.5444], [2.7371, 2.4956, 2.3399], [3.1744, 2.3605, 3.8111], [1.4727, 3.3840, 2.3110], [2.4671, 1.1400, 1.8346], [0.9885, 0.4327, 2.2145], [0.0943, 0.7497, 0.0663], [1.5866, -1.1019, 1.7930], [0.8251, -2.2807, 2.2163], [1.2143, -3.5147, 1.4104], [-0.6983, -2.0570, 2.0658], [1.1512, -2.5271, 3.7027], [3.0050, -1.0910, 1.8469], [3.4984, 0.1590, 1.8600], [3.6157, 3.1877, 0.4724], [3.9591, 4.2021, 1.9126], [4.8040, 2.6625, 1.6906], [2.3926, 1.8329, 4.3857], [4.0931, 1.7730, 3.8533], [3.3680, 3.3491, 4.2634], [0.6450, 2.9667, 2.9091], [1.7507, 4.3791, 2.6895], [1.0944, 3.5013, 1.2867], [2.2636, -3.7744, 1.5624], [0.6044, -4.3632, 1.7649], [1.0335, -3.3626, 0.3392], [-1.0558, -1.2024, 2.6585], [-0.9523, -1.8587, 1.0187], [-1.2064, -2.9766, 2.3942], [0.9141, -1.6250, 4.2931], [0.5930, -3.3902, 4.1042], [2.2197, -2.7307, 3.7993], [3.5283, -2.0281, 1.7890], [4.5247, 0.4904, 1.8079]],
  "homo_ev": -10.18,
  "total_charge": 1,
  "e_above_lowest_kcal_mol": 1.1,
  "molar_mass_g_mol": 421.589,
  "orbital_gap_ev": 5.67
}